Below is a gas-phase ion, C7H17N2 (charge +1), with properties calculated with ωB97M-V/def2-TZVPD.

Summary:
Largest force on an atom = 0.36 eV/Å
Energy relative to the best compared isomer or geometry (same formula, charge and spin) = 0.0 kJ/mol
E_HOMO = -12.39 eV
Lowest unoccupied orbital energy = -3.23 eV
E = -10508.550 eV
SMILES = CCNC1CC[NH2+]CC1

ORCA input file:
```
! RIJCOSX wB97M-V def2-TZVPD def2/J DEFGRID3
* xyz 1 1
C -2.17161 -2.24806 0.39612
C -0.93470 -2.34755 -0.49107
N 0.07777 -1.30434 -0.30153
C -0.35034 0.06793 -0.52939
C -0.51565 0.88474 0.75614
C 0.81030 1.14122 1.46746
N 1.91629 1.40079 0.45658
C 1.37565 1.94106 -0.84475
C 0.61924 0.80458 -1.50586
H -2.67729 -1.28405 0.29813
H -2.89394 -3.01698 0.12068
H -1.91601 -2.39540 1.44842
H -0.43758 -3.30208 -0.31522
H -1.22305 -2.34149 -1.54531
H 0.52106 -1.42466 0.60319
H -1.33028 0.02959 -1.00945
H -1.16505 0.34970 1.45118
H -1.00817 1.83325 0.53420
H 1.13686 0.30119 2.07748
H 0.75013 2.01894 2.10786
H 2.39313 0.52175 0.24217
H 2.61791 2.02330 0.85754
H 0.74736 2.79271 -0.58649
H 2.21654 2.29655 -1.43740
H 1.33959 0.06705 -1.86723
H 0.10186 1.19025 -2.38348
*
```